# 1
This record from the Open Molecules 2025 dataset describes a molecular structure, C8H6Br2. The level of theory is the ωB97M-V functional and the def2-TZVPD basis.

Atoms and positions in Å:
Br (-2.924, -1.497, 0.017)
Br (-3.000, 1.719, -0.108)
C (-1.955, 0.134, -0.249)
C (1.513, 0.053, -0.753)
C (2.046, 0.099, 0.562)
C (-0.901, 0.072, -1.835)
C (1.316, 0.002, 1.719)
C (0.163, 0.205, -0.758)
C (-0.609, 0.168, 0.424)
C (-0.058, -0.001, 1.641)
H (-0.912, -0.952, -2.135)
H (-0.993, 0.898, -2.660)
H (-0.771, -0.283, 2.458)
H (1.786, -0.254, 2.667)
H (3.176, -0.118, 0.554)
H (2.123, -0.246, -1.545)

Computed properties:
- total energy (eV) = -148475.86720
- LUMO energy (eV) = 0.6210
- energy relative to the best compared isomer or geometry (same formula, charge and spin) (eV) = 0.000

***

# 2
This record from the Open Molecules 2025 dataset describes a single C10H21N2P molecule. The level of theory is the ωB97M-V functional and the def2-TZVPD basis.

Atoms and positions in Å:
P (-0.126, 1.028, 1.022)
N (-1.632, 0.325, 1.184)
N (1.085, -0.103, 0.549)
C (-2.562, 0.101, 0.093)
C (2.519, 1.706, -0.475)
C (-0.351, -1.897, 1.121)
C (2.411, 0.197, -0.107)
C (-1.931, -0.278, -1.304)
C (-3.203, 1.540, -0.127)
C (-3.723, -0.769, 0.674)
C (0.808, -1.433, 0.785)
C (3.615, -0.261, 0.725)
C (2.419, -0.683, -1.438)
H (-0.854, -2.653, 1.520)
H (1.757, 1.934, -1.146)
H (-1.180, -1.117, -1.341)
H (-2.811, 2.204, -0.948)
H (-3.708, -0.845, 1.773)
H (1.413, -0.615, -1.880)
H (3.225, -0.694, 1.671)
H (2.584, 2.246, 0.444)
H (2.648, -1.619, -0.952)
H (4.182, -0.949, 0.133)
H (3.201, -0.416, -2.182)
H (-3.641, -1.668, 0.203)
H (-4.218, 1.501, -0.348)
H (4.243, 0.669, 0.838)
H (-1.264, 0.483, -1.804)
H (1.616, -2.091, 0.616)
H (-2.631, -0.588, -2.105)
H (-4.679, -0.187, 0.477)
H (0.136, 0.923, 2.424)
H (-2.942, 2.199, 0.832)
H (3.596, 1.810, -0.928)

Computed properties:
- total energy (eV) = -22973.52257
- LUMO energy (alpha / beta) (eV) = -0.2991 / 0.3836
- energy relative to the best compared isomer or geometry (same formula, charge and spin) (eV) = 3.475

***

# 3
This record from the Open Molecules 2025 dataset describes 2 unconnected molecules or ions with the total composition C4H7NO. The level of theory is the ωB97M-V functional and the def2-TZVPD basis.

Atoms and positions in Å:
O (0.567, 0.527, 1.787)
N (-1.564, 1.596, -0.690)
C (1.699, 0.194, -0.295)
C (-0.595, 1.212, -0.164)
C (-1.549, -1.219, -0.454)
C (0.429, 0.473, 0.437)
H (1.523, 0.101, -1.371)
H (-0.279, 0.754, 2.200)
H (-1.862, -0.764, 0.471)
H (-0.996, -0.899, -1.325)
H (-1.928, -2.231, -0.555)
H (2.120, -0.740, 0.086)
H (2.433, 0.994, -0.126)

Computed properties:
- total energy (eV) = -7794.81701
- LUMO energy (alpha / beta) (eV) = -0.2998 / 0.1744
- energy relative to the best compared isomer or geometry (same formula, charge and spin) (eV) = 4.827

***

Repeat the third record exactly.
This record from the Open Molecules 2025 dataset describes 2 unconnected molecules or ions with the total composition C4H7NO. The level of theory is the ωB97M-V functional and the def2-TZVPD basis.

Atoms and positions in Å:
O (0.567, 0.527, 1.787)
N (-1.564, 1.596, -0.690)
C (1.699, 0.194, -0.295)
C (-0.595, 1.212, -0.164)
C (-1.549, -1.219, -0.454)
C (0.429, 0.473, 0.437)
H (1.523, 0.101, -1.371)
H (-0.279, 0.754, 2.200)
H (-1.862, -0.764, 0.471)
H (-0.996, -0.899, -1.325)
H (-1.928, -2.231, -0.555)
H (2.120, -0.740, 0.086)
H (2.433, 0.994, -0.126)

Computed properties:
- total energy (eV) = -7794.81701
- LUMO energy (alpha / beta) (eV) = -0.2998 / 0.1744
- energy relative to the best compared isomer or geometry (same formula, charge and spin) (eV) = 4.827

***

Repeat the third record exactly.
This record from the Open Molecules 2025 dataset describes 2 unconnected molecules or ions with the total composition C4H7NO. The level of theory is the ωB97M-V functional and the def2-TZVPD basis.

Atoms and positions in Å:
O (0.567, 0.527, 1.787)
N (-1.564, 1.596, -0.690)
C (1.699, 0.194, -0.295)
C (-0.595, 1.212, -0.164)
C (-1.549, -1.219, -0.454)
C (0.429, 0.473, 0.437)
H (1.523, 0.101, -1.371)
H (-0.279, 0.754, 2.200)
H (-1.862, -0.764, 0.471)
H (-0.996, -0.899, -1.325)
H (-1.928, -2.231, -0.555)
H (2.120, -0.740, 0.086)
H (2.433, 0.994, -0.126)

Computed properties:
- total energy (eV) = -7794.81701
- LUMO energy (alpha / beta) (eV) = -0.2998 / 0.1744
- energy relative to the best compared isomer or geometry (same formula, charge and spin) (eV) = 4.827

***

- Among the records above, which one has the highest total energy?
  C4H7NO